Molecular formula: C67H48F3N2O13S
Method: DFT, ωB97M-V/def2-TZVPD

XYZ file:
```
134
Properties=species:S:1:pos:R:3:lowdin_charge:R:1
C -1.8070 3.2810 -3.5151 0.01
N -0.0212 -2.6234 9.7045 0.05
O 1.0096 -8.0819 1.0690 0.10
C 3.9186 -10.1720 3.0980 -0.28
F -1.1791 -5.9281 4.5661 0.10
C -4.4139 2.6337 -0.6780 -0.27
H -2.3311 7.4040 -14.4395 0.11
H 0.8547 -1.8700 4.9694 0.14
C -2.5440 4.1912 -4.2640 -0.05
C 3.8294 2.8456 -4.2007 0.01
C -5.1680 6.1355 0.4774 -0.05
C 3.9274 1.1120 -2.5274 -0.06
C 1.6706 -9.0867 3.0852 -0.08
C -0.1036 6.9762 -11.9133 -0.09
C -1.8978 5.0541 -5.1466 -0.05
O -0.1996 1.5590 -2.0125 0.09
S -0.3106 -5.6955 7.1320 0.87
H 4.3301 3.4674 -4.9359 0.12
C 3.2663 5.4610 -9.7104 0.01
C -0.9397 -0.0898 11.1316 -0.09
H -1.7542 0.7662 7.6596 0.11
C 3.4508 5.7928 -8.3729 -0.06
H 2.7193 -4.7847 5.4968 0.14
C -4.1487 1.3103 -0.0709 -0.08
H -0.5265 2.9629 6.8539 0.07
H 0.5513 0.9705 7.4379 0.11
C 0.1831 -1.3353 9.1304 -0.02
C 0.1135 7.3780 -10.5049 -0.28
C 1.6888 3.9845 -4.7521 -0.26
C 2.1860 5.9895 -10.4188 -0.09
H 2.6114 -8.0933 -0.8518 0.12
C 1.8195 2.1625 -3.0498 -0.08
O -0.6192 0.2389 5.8756 -0.18
C -4.5866 3.6509 1.5955 -0.09
H -0.7195 -2.7824 4.8339 0.17
H 2.7125 6.9242 -6.6989 0.10
H -2.3160 2.6158 -2.8263 0.10
C -1.4906 2.5975 6.3614 -0.07
C 5.6007 -9.5670 -0.2143 -0.05
O -4.1565 2.2254 3.4112 0.08
C -1.4432 7.0627 -13.9174 -0.06
C 4.1543 -9.7124 1.7106 -0.09
C -5.1411 5.9834 1.8618 -0.05
C -4.0509 1.1731 1.3136 -0.08
C -0.4206 3.2223 -3.6552 -0.08
C 0.3026 -1.2978 7.5620 0.06
C 1.2870 6.8424 -9.7789 -0.09
C 1.4837 7.1847 -8.4401 0.00
H 6.1570 -10.5070 1.6334 0.12
H -5.3900 7.1042 0.0420 0.11
H -2.6993 0.7504 6.0809 0.14
C -0.0883 -3.9544 7.8082 -0.13
C 0.2835 -0.0271 10.0456 -0.14
C 4.5612 1.9115 -3.4759 -0.06
H -0.6630 5.9973 -15.6164 0.11
C 0.3569 2.2619 -2.8402 -0.28
H 5.6275 1.8074 -3.6487 0.11
H 4.5004 0.3881 -1.9570 0.11
H 1.2849 0.0085 10.5861 0.13
H -1.9691 8.0440 -12.0824 0.12
H 0.7931 7.8565 -7.9403 0.12
H 3.1721 -10.7975 5.6123 0.12
C 3.3841 -8.6210 -0.3024 0.00
H -1.5087 2.9180 5.2672 0.09
H -3.6855 -0.1858 2.9479 0.11
H -4.8206 4.6343 3.5000 0.12
C 0.1738 -2.7037 6.9424 0.04
O -0.8136 -6.5660 8.2653 -0.29
H -0.0623 -2.6020 10.7454 0.18
H -0.0193 5.6654 -5.9879 0.11
C 0.5260 0.0596 6.7545 -0.13
H -4.9454 5.1692 -1.4263 0.12
C 2.0059 5.6415 -11.8463 -0.28
C -3.7731 -0.0752 1.8719 0.00
H 6.5549 -9.7701 -0.6893 0.11
H -4.0795 0.2903 -1.9700 0.13
H 4.7738 -8.5821 -1.9395 0.11
F -2.3267 -4.3491 5.8795 0.07
C -3.7301 -1.0516 -0.3323 -0.05
H 2.0703 0.6071 -1.5772 0.12
C -1.2395 7.4212 -12.5897 0.00
H -2.3700 3.1237 6.8740 0.09
N -0.1709 -3.8267 9.1960 0.12
C 2.5639 6.6604 -7.7399 -0.07
C 2.6433 -9.8208 3.7634 -0.08
O 2.2522 4.7276 -5.5373 0.09
H -5.3490 6.8317 2.5056 0.11
H -1.7260 -0.7790 10.6505 0.09
C 1.2432 -9.8634 5.7276 -0.05
H -0.5448 -0.6176 12.0592 0.08
H 3.9631 4.7869 -10.1981 0.12
C -1.6672 0.9936 6.5327 -0.24
C -1.6684 -5.6142 5.8531 -0.44
O 2.8159 4.9324 -12.4179 0.10
C 3.1620 -9.0188 1.0165 -0.09
O 4.7637 -10.8245 3.6852 0.11
F -2.6518 -6.5693 6.1870 0.10
H 0.1359 0.9402 9.4685 0.11
C 0.2798 -9.1133 5.0570 -0.07
H 4.2882 5.3765 -7.8227 0.11
C -0.5165 4.9944 -5.2946 0.01
C -4.6376 3.7978 0.2091 -0.08
H -3.4009 -2.1553 1.4855 0.10
C 0.8209 6.1613 -12.5671 -0.08
H -0.6373 -8.8295 5.5639 0.10
H -1.3712 0.9507 11.3503 0.10
C 0.4900 -8.7292 3.7372 0.00
O -4.4545 2.7617 -1.8893 0.09
C 2.4570 2.9772 -3.9855 -0.08
O 0.9799 -6.2753 6.6482 -0.28
O 2.3068 -3.8859 5.5720 -0.03
C -0.5077 6.2690 -14.5774 -0.06
O 1.1083 -3.9334 4.9182 -0.18
C 2.5594 1.2360 -2.3139 0.00
C -3.9928 0.1934 -0.8926 0.01
C 0.3129 -2.8205 5.3435 -0.12
C 0.6221 5.8179 -13.9048 0.00
O -0.6662 8.1342 -9.9503 0.10
H 1.3446 5.1954 -14.4225 0.12
C -4.2548 2.3411 2.1998 -0.28
H 1.4538 0.0284 6.0864 0.16
C 5.3766 -9.9801 1.0941 0.00
C -4.9176 5.0457 -0.3486 0.01
C 0.2242 4.0698 -4.5571 -0.08
H -0.2660 -8.1476 3.2197 0.11
C 4.6012 -8.8960 -0.9153 -0.05
H -2.4728 5.7705 -5.7243 0.11
H 1.0755 -10.1689 6.7552 0.11
H -3.6232 4.2294 -4.1580 0.11
C -4.8451 4.7454 2.4208 0.00
C 2.4232 -10.2170 5.0834 0.01
H -3.6144 -1.9196 -0.9730 0.11
C -3.6130 -1.1844 1.0493 -0.06
C 1.8786 -8.6848 1.6753 -0.28
```

Properties
Lowest unoccupied orbital energy (hartree): -0.1914
ΔE to the lowest compared entry with this formula, charge and spin (kcal per mole): 0.0
F_max (eV/Å): 7.77
HOMO energy (eV): -10.357
Gap between HOMO and LUMO (eV): 5.149
Total charge: +1
DFT total energy (hartree): -4366.87871